Entry 1:
This record from the Open Molecules 2025 dataset describes C26H33BF5N7OSeTl as an isolated structure. The level of theory is ωB97M-V/def2-TZVPD.

Values from the calculation:
F_max = 0.43 eV/Å
ΔE to the lowest compared entry with this formula, charge and spin = 0.000 eV
multiplicity = 1
E_LUMO (alpha / beta) = -4.513 / -5.121 eV
Kohn-Sham gap (alpha / beta) = 0.23427 / 0.23454 Eh
charge = +1
HOMO level (alpha / beta) = -10.89 / -11.50 eV

Atoms and positions in Å:
H 5.089 -0.890 -0.923
C 3.532 -1.920 0.249
Se 0.334 -0.745 -3.339
N -0.812 -2.332 0.037
F 1.702 1.080 -5.656
H 0.515 -5.032 1.169
N 2.255 -1.607 0.503
C -3.301 -1.429 -1.153
H -3.726 -3.491 -0.806
C 4.079 -0.944 -0.555
C -0.128 -4.324 0.672
C -1.026 1.744 3.404
C -1.666 0.845 -4.674
C 3.185 1.343 -1.409
H 3.381 1.167 -2.471
H 0.737 3.001 3.272
H -3.321 -1.076 -0.119
H -3.702 -3.206 -3.240
C -0.446 2.392 -5.946
H -4.290 -1.268 -1.586
H -1.834 1.591 4.124
H 1.285 -2.247 4.277
H 1.904 -3.160 2.072
B 1.290 -2.323 1.472
H -2.293 1.459 1.664
H -1.617 4.754 -0.889
H 3.969 -2.808 0.676
H 5.314 1.487 -0.929
H 1.724 2.409 -0.209
Tl -0.303 -0.027 -0.219
O -1.173 2.346 -1.044
C 0.544 1.515 -5.144
C -2.762 -3.337 -2.701
H -3.829 1.586 -0.421
F -0.252 2.758 -7.220
F -0.110 3.470 -3.716
F -2.686 0.235 -4.094
C -3.545 2.058 -1.364
C -1.687 -3.232 -0.440
H 4.550 3.026 -1.330
H -2.600 -0.821 -1.730
H -2.476 -4.387 -2.768
N 0.706 -1.317 2.486
N 0.039 -0.178 2.145
H -0.847 2.456 1.376
H 1.077 1.827 -1.754
C 0.785 -1.410 3.818
H -4.377 2.667 -1.712
C -1.283 -4.512 -0.055
C 0.156 -0.323 4.374
H 2.150 3.209 -1.716
H -3.328 4.634 -1.138
F -2.884 2.368 -6.017
H 4.249 2.268 0.241
C -2.917 -2.899 -1.241
N 1.955 -0.442 -0.126
C -0.290 0.529 -4.376
C 4.402 2.072 -0.822
H -1.791 -5.439 -0.258
N 0.139 -3.016 0.722
H -2.214 3.121 2.254
H -3.344 1.269 -2.084
C -1.628 2.214 2.097
C -0.083 2.811 3.969
C -2.296 2.857 -1.141
C 1.958 2.235 -1.264
N -2.436 4.185 -1.030
C -0.304 0.431 3.292
H -0.620 3.747 4.131
H 0.038 -0.097 5.421
C -1.772 1.842 -5.569
H 0.349 2.499 4.919
C 3.060 -0.004 -0.740
H -1.996 -2.743 -3.198
C 0.355 2.954 -4.839


Entry 2:
This record from the Open Molecules 2025 dataset describes C26H33BN4O3S5SbSn as an isolated structure. The level of theory is ωB97M-V/def2-TZVPD.

Values from the calculation:
F_max = 0.63 eV/Å
ΔE to the lowest compared entry with this formula, charge and spin = 0.893 eV
<S²> = 0.777
multiplicity = 2
E_LUMO (alpha / beta) = 4.009 / 4.005 eV
Kohn-Sham gap (alpha / beta) = 0.16074 / 0.20249 Eh
charge = -2
HOMO level (alpha / beta) = -0.36 / -1.51 eV

Atoms and positions in Å:
H 0.167 -0.407 3.361
H -3.493 4.001 -4.720
N 2.925 0.481 4.012
C 3.397 -0.918 -2.279
H -1.144 -5.017 -1.631
H -1.990 0.606 2.841
C -0.167 -1.790 -2.237
S 0.494 2.343 2.004
C -1.221 -3.976 -1.922
C -0.117 -3.141 -1.866
H -2.714 1.704 -4.215
H -2.652 -3.447 1.146
H -1.148 5.490 -1.457
C -2.424 -3.453 -2.422
C -2.804 3.833 -3.899
C -1.070 3.387 -1.793
H 4.085 1.150 1.134
H 6.688 -0.340 -2.483
H 3.551 0.900 -5.148
H 4.344 1.798 4.814
O 1.618 -0.358 -3.540
Sn 0.744 0.649 0.088
H 2.802 2.561 4.400
H -0.754 -0.192 4.849
C -1.944 -0.458 3.083
C 5.635 -0.336 -2.740
Sb 1.879 3.952 0.731
H -3.189 -2.789 2.714
H -0.419 3.205 -0.947
H 4.078 2.151 2.483
C 3.260 1.655 4.802
H 0.840 -3.547 -1.550
C -2.521 -2.125 -2.754
H 2.915 1.493 5.822
C -1.434 -1.222 -2.584
C 3.234 0.332 2.709
C 2.975 -0.244 -3.422
C -1.497 4.670 -2.074
S 3.702 4.453 2.074
H -2.863 -0.772 3.582
O 2.312 -1.468 -1.662
C 3.873 0.377 -4.258
H -2.708 5.919 -3.352
C -0.704 -0.763 3.917
C -0.532 -2.253 4.213
C -3.088 -2.580 1.646
H -3.288 -4.103 -2.522
C -2.379 2.545 -3.625
N -1.042 1.026 -2.206
C 4.719 -0.976 -1.905
C 5.220 0.321 -3.894
C -1.496 2.286 -2.553
S 2.644 2.064 -0.703
H -5.019 -3.098 0.884
O -2.438 -0.278 0.478
H -4.616 -0.228 1.872
N 4.095 1.184 2.148
H 5.959 0.812 -4.516
S 2.565 -0.985 1.865
H -4.211 -1.786 0.023
S -1.815 -1.240 1.422
C -2.370 4.912 -3.133
H -6.150 -0.932 1.367
C -4.416 -2.193 1.014
H -0.308 -2.797 3.292
H 2.130 -0.061 4.296
C -5.187 -1.156 1.830
H -5.370 -1.513 2.849
H -3.454 -1.702 -3.109
H -1.439 -2.677 4.659
N -1.746 0.078 -2.782
B 1.196 -1.114 -2.440
H 5.005 -1.478 -0.989
H 0.294 -2.422 4.906


Entry 3:
This record from the Open Molecules 2025 dataset describes C26H33ClGe2N3O4Zn as an isolated structure. The level of theory is ωB97M-V/def2-TZVPD.

Values from the calculation:
F_max = 0.33 eV/Å
ΔE to the lowest compared entry with this formula, charge and spin = 0.705 eV
multiplicity = 1
E_LUMO = -3.216 eV
Kohn-Sham gap = 0.30249 Eh
charge = +1
HOMO level = -11.45 eV

Atoms and positions in Å:
Ge 2.347 0.047 -0.432
H 3.927 -2.948 1.591
C 6.459 0.024 -4.045
H -1.586 -1.616 -2.278
C 4.073 2.034 0.967
H -2.588 -3.096 3.144
C 2.181 -0.061 -3.149
C -0.899 3.176 -0.168
H -3.007 0.809 0.608
N 0.426 0.208 3.294
H 4.421 0.088 -4.643
N -1.375 1.961 0.112
O -2.521 -3.233 4.122
H 1.158 -3.007 -2.438
H -3.702 5.027 0.159
H 1.098 0.953 3.331
H 0.138 1.363 -5.092
C -3.056 4.161 0.151
C 0.123 -2.931 -2.100
H 0.111 -2.895 -1.011
C 7.359 -0.040 -2.987
C 2.526 -1.575 0.683
H -0.675 -1.813 -3.768
O -2.574 -2.621 1.495
O -1.428 -2.399 5.860
C -0.036 -0.529 4.313
H 4.129 2.966 1.530
H -1.360 0.465 -4.842
H 4.732 2.132 0.104
C 5.518 -0.080 -1.450
H 4.473 1.243 1.604
Zn -0.212 0.245 0.058
H -0.388 -3.849 -2.391
C 4.605 -0.030 -2.497
C -0.996 -1.125 2.422
H 2.402 -0.116 -4.210
H 2.272 2.562 -0.093
C 2.632 1.747 0.538
H 6.823 0.070 -5.063
C -0.826 1.380 -4.582
H 1.981 1.733 1.417
H 8.423 -0.046 -3.180
H 4.558 -1.316 1.456
C -1.808 -1.693 1.285
H 4.461 -2.348 0.028
C -1.710 4.297 -0.154
H 1.958 -2.362 0.190
C 6.885 -0.089 -1.687
H -0.140 2.451 -2.819
C 5.099 0.030 -3.804
O -1.599 -1.134 0.148
C 3.950 -2.067 0.949
H 5.173 -0.114 -0.421
C -0.579 -1.713 -2.680
C -1.672 -2.399 4.683
Cl -1.028 5.834 -0.524
H 0.299 -0.397 5.328
C 3.151 -0.027 -2.218
Ge 0.385 -0.025 -2.453
H 7.575 -0.134 -0.855
C -2.671 1.818 0.409
H 0.150 3.260 -0.414
C -3.539 2.895 0.436
C -0.659 1.523 -3.062
N -0.150 -0.137 2.134
H -1.632 1.545 -2.570
C -0.961 -1.417 3.798
H -4.581 2.738 0.672
H 2.022 -1.379 1.630
H -1.396 2.212 -4.995


Entry 4:
This record from the Open Molecules 2025 dataset describes C26H33ClNRu as an isolated structure in a non-equilibrium geometry. The level of theory is ωB97M-V/def2-TZVPD.

Values from the calculation:
F_max = 3.46 eV/Å
ΔE to the lowest compared entry with this formula, charge and spin = 0.000 eV
<S²> = 6.038
multiplicity = 5
E_LUMO (alpha / beta) = -2.377 / -5.181 eV
Kohn-Sham gap (alpha / beta) = 0.25282 / 0.23368 Eh
charge = +1
HOMO level (alpha / beta) = -9.26 / -11.54 eV

Atoms and positions in Å:
C 0.516 2.310 -3.602
H 0.243 -4.145 -3.387
H -1.400 4.078 -1.393
H 1.536 -2.217 2.580
H 1.049 0.223 -3.371
H 3.877 -1.613 0.626
N 0.201 1.777 2.641
Ru -0.205 -1.085 -0.490
H 0.662 -3.765 2.377
H 3.187 -0.161 -0.116
C 2.599 -1.618 -2.590
H 0.530 -0.183 3.240
H -0.088 4.391 -3.481
C 1.866 -1.850 -0.109
H -0.010 -2.420 -3.726
C -1.210 -4.054 -0.109
C 0.924 3.522 4.087
H 1.626 0.447 5.369
H 2.646 -0.669 1.495
C 1.388 2.587 5.018
C 0.697 -2.709 2.077
C -0.163 -3.210 -2.982
C -1.921 1.531 -0.353
H -2.892 -1.135 -0.323
H 2.795 -0.540 -2.514
C 0.474 -2.841 -1.690
H -0.963 -5.112 -0.258
H -0.232 -2.239 2.427
C -0.830 3.246 -1.817
C 0.831 -2.573 0.605
H -1.551 -3.924 0.922
H -2.143 -1.592 1.305
C 2.951 -1.034 0.507
C -1.466 0.299 0.486
C -0.812 2.006 -1.174
H -2.042 -3.807 -0.776
H 0.952 0.438 -0.909
H -1.757 2.884 1.334
C 0.241 1.045 -1.543
C -2.078 -0.992 0.392
C -0.042 -3.176 -0.380
H 1.833 2.934 5.944
H -2.734 0.391 -2.055
C -2.495 2.601 0.580
H -1.241 -3.342 -2.842
C 1.685 -2.090 -1.515
H 3.573 -2.125 -2.536
H 0.020 3.789 2.125
H -1.039 0.594 1.455
H 0.937 2.393 -4.604
H -3.944 0.784 -0.800
Cl 1.057 5.196 4.395
C 0.351 3.080 2.879
C 0.629 1.113 -2.902
H -3.351 2.041 -1.893
C 1.269 1.233 4.711
H -2.801 3.473 -0.004
C -3.054 1.147 -1.328
H -3.387 2.203 1.080
H 2.173 -1.819 -3.578
C -0.119 3.411 -3.009
C 0.655 0.874 3.503


Entry 5:
This record from the Open Molecules 2025 dataset describes one molecule with the formula C26H33N3O2. The level of theory is ωB97M-V/def2-TZVPD.

Values from the calculation:
F_max = 0.68 eV/Å
ΔE to the lowest compared entry with this formula, charge and spin = 2.889 eV
SMILES = CCc1ccc(CNCc2ccc(OC[C@@H](O)CN(C)Cc3ccccc3)cc2)nc1
multiplicity = 1
E_LUMO = 0.728 eV
Kohn-Sham gap = 0.32380 Eh
HOMO level = -8.08 eV

Atoms and positions in Å:
C 6.238 -0.134 -1.194
H 2.705 -1.845 2.376
C -4.323 -0.848 -1.563
O 2.118 -1.201 2.796
C 7.119 2.097 -1.154
C 3.233 -1.299 -1.104
C 2.664 0.076 0.809
H 3.707 -2.244 -1.371
H 5.255 -2.026 0.419
N 3.439 -1.053 0.309
H -5.763 1.981 1.498
N -4.865 0.296 -1.190
H -0.256 -1.621 1.694
H 2.165 -1.377 -1.298
C -1.357 1.029 -1.091
C -1.557 0.690 1.275
H 1.023 -2.169 0.592
C -3.477 -3.196 -1.186
H 7.674 2.893 -1.628
N -5.292 2.922 -0.300
C 5.872 1.258 0.715
H -1.916 -3.277 0.309
H -4.021 -4.044 -0.763
O -0.029 -0.627 -0.118
C 6.584 2.278 0.109
H 1.071 0.419 2.231
H 3.298 0.764 1.371
C -2.518 1.686 1.317
C 1.562 -0.436 1.756
C 0.522 -1.285 0.998
H -2.603 2.532 -1.939
H -3.553 -3.250 -2.274
H -4.065 -0.916 -2.612
C 6.950 0.885 -1.802
H -1.451 -2.439 -1.170
H 3.642 -0.504 -1.744
H -5.297 -0.376 2.057
C -2.311 2.020 -1.033
H -1.285 0.190 2.191
H 6.127 -1.082 -1.700
H -4.175 3.728 1.242
H 2.201 0.640 -0.007
C -4.095 -1.916 -0.705
C 4.848 -1.048 0.698
C -5.206 0.462 0.081
H -3.732 4.263 -0.390
H 6.725 3.215 0.628
H -1.564 -4.204 -1.152
C -2.910 2.365 0.174
H 4.889 -0.958 1.787
C -5.841 1.791 0.424
C -4.452 -1.736 0.627
C -0.969 0.350 0.065
H 5.476 1.405 1.711
H -2.969 1.937 2.267
C 5.680 0.043 0.067
C -5.011 -0.537 1.029
H -0.894 0.755 -2.026
C -2.007 -3.285 -0.775
H -5.186 2.638 -1.271
H -4.297 -2.533 1.342
C -4.012 3.394 0.212
H -6.906 1.732 0.168
H 7.377 0.732 -2.783


Entry 6:
This record from the Open Molecules 2025 dataset describes C26H33N3O3PPtS2 as an isolated structure. The level of theory is ωB97M-V/def2-TZVPD.

Values from the calculation:
F_max = 0.70 eV/Å
ΔE to the lowest compared entry with this formula, charge and spin = 0.564 eV
multiplicity = 1
E_LUMO = -11.941 eV
Kohn-Sham gap = 0.17956 Eh
charge = +3
HOMO level = -16.83 eV

Atoms and positions in Å:
H -4.173 -3.972 -0.713
H 3.078 0.587 -2.439
H -3.202 0.886 -2.984
H 3.075 2.192 -1.714
H -2.682 -2.606 0.758
C -4.265 0.976 1.808
C -4.692 2.161 -2.087
N -0.024 2.387 -0.134
C 2.377 4.994 0.846
C -2.120 -1.350 3.261
C 2.874 0.572 -0.326
H -1.127 2.614 -4.521
H 0.264 2.201 2.532
C -3.749 0.991 -2.048
H -4.150 3.101 -2.195
H -5.349 2.048 -2.950
Pt -0.159 0.468 0.605
H 1.739 3.630 3.896
C 1.475 -1.050 2.519
H -4.243 0.044 -1.833
C 2.457 -0.443 1.629
H -1.848 6.068 -2.066
C -1.106 3.074 -3.543
H -3.795 1.942 1.618
H -5.316 2.219 -1.201
C -1.525 4.407 -3.396
C 0.776 3.176 0.668
C -0.994 4.383 -1.068
S 4.441 0.219 0.235
H -0.991 4.846 -0.090
C -1.489 5.053 -2.161
H -1.907 4.936 -4.261
H -4.728 -2.299 -0.658
S 0.238 -2.260 4.337
C -2.617 -2.573 -0.324
H -2.445 -1.668 4.249
H -2.610 -1.981 2.527
P -2.332 0.145 0.070
H -6.107 -0.074 1.490
C -5.737 0.951 1.490
C 1.692 3.760 2.823
C 2.445 4.776 2.216
H -5.971 1.414 0.537
C 0.888 2.950 2.064
N 1.932 0.197 0.520
H -2.429 -0.319 3.109
N 0.120 -0.849 2.226
H -1.782 -3.187 -0.654
O -2.235 -1.210 -0.724
C 3.812 -0.491 1.656
C -3.916 -2.948 -0.985
H 1.546 4.321 -1.003
H 2.658 -2.108 4.029
H 4.460 -0.936 2.392
O -3.565 -0.044 1.016
C -0.642 -1.422 3.153
H 1.566 1.251 -1.833
C 2.634 1.196 -1.651
C 1.709 -1.813 3.613
H -3.827 -2.904 -2.070
H -0.365 1.338 -2.543
O -2.704 1.214 -1.024
H 2.993 5.753 0.386
H 3.097 5.390 2.824
H -4.105 0.699 2.850
C -0.569 3.024 -1.196
H -6.271 1.496 2.268
C 1.546 4.212 0.074
C -0.686 2.366 -2.451


Entry 7:
This record from the Open Molecules 2025 dataset describes one molecule with the formula C26H33N3O4. The level of theory is ωB97M-V/def2-TZVPD.

Values from the calculation:
F_max = 0.56 eV/Å
ΔE to the lowest compared entry with this formula, charge and spin = 0.986 eV
SMILES = COCC1CCN(C(=O)C[C@H]2C(=O)NCCN2Cc2cccc(Oc3ccccc3)c2)CC1
multiplicity = 1
E_LUMO = 0.724 eV
Kohn-Sham gap = 0.33779 Eh
HOMO level = -8.47 eV

Atoms and positions in Å:
H -4.932 -3.926 1.248
H 0.217 4.236 -1.281
C 0.681 0.242 -2.681
H 4.183 -0.104 1.990
N -2.050 2.289 0.311
H -1.677 4.329 0.298
C 1.110 -1.776 -1.466
H -3.247 -4.239 0.765
H -3.204 -0.461 -2.038
C -4.154 -2.579 -0.264
C 4.388 2.599 0.793
C 5.291 -2.897 0.448
H 0.743 3.817 1.105
C -2.680 -0.886 0.597
H 6.154 -3.543 0.396
H 2.285 1.847 -0.642
C -1.279 1.989 1.498
C 3.070 -1.242 0.577
H -4.329 -3.215 -1.133
H -5.033 -1.924 -0.139
C -3.984 -3.453 0.976
H 2.648 -0.474 -2.198
H 1.051 1.111 -3.208
H -0.052 2.505 -1.534
O 1.952 -2.738 -0.966
C -1.579 3.472 -0.379
C 1.583 -0.643 -2.121
H 4.927 2.527 1.735
H 4.142 -4.058 -0.949
H 2.533 3.610 -0.649
O 3.023 2.656 1.110
C 2.202 2.760 -0.030
C -2.843 -1.490 1.987
C -1.159 -1.104 -1.924
H -2.921 -2.153 -2.488
H 4.619 1.725 0.171
C -0.256 -2.006 -1.380
C -3.578 0.387 0.563
H -3.756 0.723 1.586
C 0.752 2.978 0.401
H 6.179 -1.558 1.865
H 0.770 1.521 1.994
C -0.684 0.025 -2.576
N -2.919 -1.857 -0.444
C -2.636 -1.366 -1.783
N -3.531 -2.641 2.081
C -0.122 3.314 -0.806
H -1.632 -0.579 0.511
H -1.384 0.733 -2.995
H 4.709 3.503 0.259
O -3.503 1.826 -1.338
H -4.542 0.131 0.119
C 4.191 -0.963 1.337
H -3.598 -3.033 3.010
O -2.423 -0.914 2.974
H 2.200 -0.606 0.640
C 0.181 1.746 1.105
H 0.232 0.892 0.425
C 4.174 -3.189 -0.310
H -1.331 2.857 2.168
C 5.306 -1.782 1.272
H -0.612 -2.890 -0.874
H -1.675 1.126 2.029
C -3.026 1.546 -0.248
H -2.222 3.627 -1.247
C 3.059 -2.359 -0.252


- What is the ΔE to the lowest compared entry with this formula, charge and spin in the sixth record?
  0.564 eV